Formula: C34H68O68S17
Source: the OMol25 dataset
Level of theory: wB97M-V/def2-TZVPD

Geometry as XYZ:
```
187
Properties=species:S:1:pos:R:3:forces:R:3:lowdin_charge:R:1
C 4.045083 0.725485 -4.534472 0.978 -2.885 0.758 -0.16
C 3.722599 1.285262 -3.128040 2.530 1.727 -1.842 -0.16
O 2.770958 2.290531 -3.476458 -1.763 0.401 -0.451 -0.21
S 3.195602 2.975796 -4.905650 -0.928 3.320 -0.188 0.70
O 4.303595 3.881406 -4.588795 -2.011 -1.420 -0.745 -0.25
O 2.026690 3.476192 -5.686030 3.307 -1.830 2.622 -0.25
O 3.795119 1.681399 -5.567438 -0.508 -0.357 0.603 -0.17
H 3.529771 -0.219039 -4.708882 -0.937 0.399 -0.404 0.13
H 5.063659 0.347566 -4.622691 0.385 0.724 0.149 0.13
H 4.598391 1.862417 -2.831433 0.329 0.022 0.147 0.11
H 3.605194 0.622876 -2.270390 -1.333 -0.150 -0.616 0.11
C -1.008610 -2.798225 -8.899647 -0.955 0.630 0.592 -0.13
C -2.061617 -3.876637 -8.414571 0.769 1.707 -1.359 -0.16
O -1.248056 -4.830958 -7.750583 -0.083 -0.443 1.391 -0.20
S -0.061799 -4.079241 -6.881598 -0.387 -0.268 -2.933 0.71
O 1.024992 -5.017284 -6.679359 -1.788 1.723 -0.413 -0.22
O -0.615253 -3.322879 -5.803364 0.335 -0.388 -0.303 -0.23
O 0.213838 -3.072424 -8.170993 0.174 -0.404 0.965 -0.20
H -1.392792 -1.792893 -8.727000 0.171 0.029 1.095 0.09
H -0.848646 -2.663278 -9.969365 0.671 -1.317 -0.092 0.13
H -2.608294 -4.236865 -9.286059 0.612 -1.006 0.053 0.13
H -2.874929 -3.402128 -7.865510 0.485 -0.174 0.975 0.10
C -4.784555 -2.001324 -2.901310 -0.413 0.109 -0.354 -0.14
C -3.408978 -1.525357 -3.317392 0.621 0.177 2.269 -0.22
O -3.155388 -2.048146 -4.571425 -0.117 -1.840 -2.888 -0.18
S -4.226898 -3.251320 -5.096976 -0.028 -1.002 1.251 0.74
O -3.595138 -4.600093 -5.179856 -1.396 3.956 0.233 -0.26
O -5.104090 -2.844163 -6.191863 2.165 -0.164 1.053 -0.26
O -5.116492 -3.095124 -3.780417 0.076 -0.627 -0.589 -0.21
H -5.443894 -1.149815 -3.069551 -0.678 -0.488 0.237 0.13
H -4.850352 -2.468853 -1.918879 0.121 0.648 0.018 0.12
H -2.705416 -1.792712 -2.528976 0.560 -1.131 -0.429 0.11
H -3.218305 -0.452782 -3.280945 -0.856 0.287 -0.789 0.13
C 0.118076 -5.632665 5.347289 0.723 0.575 2.126 -0.22
C 0.060335 -4.369638 6.266248 -2.004 -1.201 2.356 -0.15
O -0.437309 -3.273569 5.508582 -0.095 0.455 -1.290 -0.21
S -0.805109 -3.772337 4.035371 -0.922 -0.626 -0.940 0.76
O -0.407739 -2.758595 3.054989 -0.585 -2.358 2.055 -0.24
O -2.172563 -4.359794 4.001156 3.710 1.531 0.075 -0.24
O 0.349982 -5.003978 4.167132 -1.106 1.683 -4.211 -0.20
H -0.790726 -6.234423 5.339369 -0.139 0.189 0.138 0.13
H 0.970077 -6.270623 5.582273 -0.004 0.100 -0.035 0.14
H 0.905660 -4.044162 6.872537 0.410 -0.206 -0.741 0.13
H -0.750885 -4.552615 6.970901 0.151 -0.112 0.446 0.12
C 1.407562 7.314949 1.799182 -0.441 1.706 -1.899 -0.22
C 0.627615 7.186879 0.451823 0.583 -0.333 1.415 -0.15
O 1.490303 6.436370 -0.433569 1.427 -0.591 1.122 -0.19
S 2.568257 5.533684 0.431269 2.859 0.383 -0.820 0.80
O 4.001550 5.916804 0.073368 -5.277 -1.137 1.396 -0.28
O 2.214188 4.111313 0.363512 0.406 2.733 0.416 -0.28
O 2.156608 6.156363 1.953460 0.642 -2.205 -1.361 -0.21
H 0.692315 7.588011 2.575029 0.329 -0.818 0.316 0.10
H 2.110952 8.139500 1.683150 0.029 0.252 0.121 0.13
H 0.473760 8.213743 0.120213 -0.279 -0.465 -0.613 0.14
H -0.262428 6.575640 0.601164 -0.189 0.438 -0.216 0.11
C 0.395920 0.594739 1.146740 1.611 -2.985 -1.402 -0.16
C 1.762726 0.733356 0.367436 -1.411 1.843 1.378 -0.10
O 1.653679 0.020153 -0.901263 0.057 0.270 0.182 -0.21
S 0.163885 -0.369837 -1.323875 -0.406 -0.808 2.468 0.74
O 0.024515 -1.809422 -1.040711 -0.164 2.938 -0.996 -0.25
O -0.281208 0.189797 -2.599517 0.907 -0.822 2.963 -0.22
O -0.482144 0.493483 0.045240 -1.634 -0.163 -2.758 -0.24
H 0.095657 1.308325 1.914030 0.131 0.640 -0.772 0.14
H 0.361829 -0.384341 1.624601 0.132 -0.181 0.379 0.10
H 2.624536 0.481983 0.985660 0.053 -0.668 -0.641 0.12
H 1.761335 1.810791 0.202403 0.670 -0.059 -0.754 0.09
C -4.553208 0.167394 -8.065446 -0.749 1.057 -0.959 -0.18
C -4.517506 1.404945 -7.145633 2.351 -1.731 -1.216 -0.12
O -3.461719 2.160540 -7.818435 1.632 0.847 -0.460 -0.24
S -2.199100 1.262443 -8.494116 -0.978 -2.093 2.706 0.81
O -1.232480 0.834343 -7.408424 -2.810 1.839 -3.851 -0.27
O -1.787479 1.727227 -9.821155 -0.956 -0.679 3.258 -0.24
O -3.273858 -0.018373 -8.655122 2.057 0.336 -0.243 -0.25
H -5.180233 0.529212 -8.880334 -0.457 -0.845 -0.206 0.12
H -4.847976 -0.781575 -7.617475 -0.148 0.258 0.010 0.11
H -4.159645 1.014031 -6.193155 -0.275 0.978 0.499 0.12
H -5.431521 1.993548 -7.224468 0.322 -0.079 0.494 0.14
C -2.815247 -1.216391 1.981982 -0.542 -0.263 1.378 -0.18
C -2.907015 -2.123257 0.774527 2.483 2.741 0.528 -0.20
O -4.212931 -1.934183 0.437617 -5.462 0.060 -1.270 -0.22
S -4.889725 -0.419758 0.742462 0.773 -0.756 2.814 0.80
O -5.995206 -0.497403 1.744274 2.677 -0.054 -3.445 -0.26
O -5.034416 0.343947 -0.500110 0.449 -1.610 2.429 -0.26
O -3.545971 -0.014811 1.632276 -0.795 0.649 -1.682 -0.23
H -1.851180 -1.009329 2.446518 -0.037 0.491 -0.728 0.10
H -3.419632 -1.631414 2.788568 0.073 -0.512 0.151 0.13
H -2.529032 -3.126541 0.971090 -0.771 -0.124 -0.273 0.14
H -2.404394 -1.600628 -0.039309 1.145 -0.651 0.000 0.11
C -2.043858 2.579503 7.364389 -1.267 -1.061 0.491 -0.16
C -3.274495 1.588126 7.520509 2.027 -0.484 1.373 -0.17
O -3.794041 1.369166 6.225812 0.354 0.509 -1.240 -0.17
S -2.534726 1.284752 5.223629 2.329 -1.033 -2.145 0.71
O -2.800062 1.810524 3.890899 -0.122 -0.447 2.932 -0.23
O -1.848508 -0.015448 5.263727 -1.729 2.219 0.476 -0.26
O -1.547070 2.320550 6.068016 -1.194 -0.349 -1.417 -0.22
H -1.221973 2.300240 8.023639 -0.357 0.290 0.400 0.13
H -2.397868 3.601644 7.498506 0.386 0.145 -0.268 0.12
H -4.004271 1.855988 8.284561 -0.311 0.425 -0.726 0.14
H -2.860464 0.636120 7.852726 0.024 -0.153 0.098 0.12
C 1.397544 -3.772475 -3.249749 -2.237 -1.886 -1.674 -0.16
C 0.113970 -4.691656 -3.078633 1.099 0.703 0.367 -0.10
O 0.733577 -5.953664 -2.608633 -0.786 -0.431 0.639 -0.21
S 1.761514 -5.615881 -1.431922 -1.968 1.450 1.012 0.69
O 2.820846 -6.577347 -1.281592 -1.094 1.057 -0.873 -0.23
O 1.031022 -5.261708 -0.172292 1.874 -0.467 -3.376 -0.27
O 2.260963 -4.325424 -2.295568 1.967 0.352 2.331 -0.21
H 1.178521 -2.704763 -3.260476 0.159 -0.093 1.144 0.12
H 1.782493 -3.960478 -4.252029 0.472 -0.266 0.103 0.11
H -0.475271 -4.892501 -3.973378 0.424 -0.141 0.172 0.11
H -0.525170 -4.252878 -2.312425 -0.041 -0.389 0.154 0.10
C 2.803386 -0.238487 5.116622 0.164 -0.230 -2.605 -0.15
C 3.230090 1.125758 4.539455 -0.961 -0.711 0.374 -0.18
O 4.396644 0.950742 3.716722 0.441 -1.779 0.023 -0.20
S 4.830191 -0.711668 3.614597 -0.617 1.834 3.011 0.73
O 6.252063 -0.902824 3.786611 -2.351 0.538 -0.223 -0.21
O 4.124938 -1.293612 2.526282 0.049 0.112 -0.012 -0.23
O 4.030574 -1.043443 5.066040 0.365 0.233 -0.450 -0.20
H 2.100046 -0.730482 4.444795 0.111 -0.079 -0.473 0.11
H 2.141219 -0.109031 5.972710 1.381 -0.461 1.085 0.13
H 3.340785 1.806908 5.383190 0.928 0.255 -0.367 0.12
H 2.367997 1.469988 3.968143 0.301 0.316 -0.405 0.12
C -4.692410 -7.355626 -2.896500 0.645 0.507 -1.607 -0.17
C -3.284145 -7.940849 -2.616183 -1.470 -0.540 1.715 -0.13
O -2.592061 -6.983797 -1.799417 -0.271 1.051 0.253 -0.20
S -3.514429 -5.759301 -1.272382 0.952 0.686 -2.937 0.70
O -3.057403 -4.623968 -2.044572 -0.998 -0.664 0.652 -0.25
O -3.485638 -5.582813 0.140700 -0.814 -1.093 -0.505 -0.21
O -4.949859 -6.331597 -1.940180 1.388 0.371 1.954 -0.18
H -5.507837 -8.071705 -2.998546 0.103 -0.205 1.046 0.13
H -4.726188 -6.890687 -3.881787 0.440 0.368 -0.069 0.11
H -2.768655 -8.270634 -3.518190 0.275 0.518 0.246 0.14
H -3.370648 -8.733709 -1.873219 -0.173 -0.737 -0.701 0.13
C -1.812198 6.032571 4.152953 -1.120 2.423 -1.291 -0.10
C -1.707333 7.343185 5.021875 1.445 -1.903 -0.872 -0.21
O -2.341383 8.296282 4.247029 -1.361 1.985 -2.494 -0.21
S -2.340423 8.069507 2.600219 0.011 -1.724 -0.817 0.78
O -1.476550 9.018671 1.874910 -1.643 -2.241 2.194 -0.24
O -3.693781 7.819804 2.100244 2.712 0.843 1.479 -0.23
O -1.571290 6.553790 2.778002 -0.472 1.896 0.139 -0.26
H -2.895863 5.915482 4.160629 0.025 -1.391 0.141 0.12
H -1.131231 5.183464 4.211288 -0.425 0.264 0.562 0.11
H -0.655010 7.617577 5.095606 -0.091 0.109 0.612 0.12
H -2.291528 7.287206 5.940397 0.486 -0.143 0.132 0.14
C 2.035193 7.367744 7.184398 0.487 1.246 1.213 -0.21
C 0.679801 6.749306 7.677620 0.910 1.980 1.397 -0.17
O 0.162679 6.021731 6.616712 1.006 -2.591 -1.119 -0.23
S 1.411392 5.268844 5.881070 2.485 0.827 -1.030 0.76
O 1.116122 5.194426 4.464496 0.204 -0.313 2.400 -0.23
O 2.025790 4.144336 6.601602 -1.974 2.357 -1.178 -0.24
O 2.430726 6.622843 6.098474 -1.219 -2.818 -2.239 -0.18
H 2.931917 7.410515 7.802588 -0.526 -0.939 1.306 0.13
H 2.034533 8.439781 6.987335 -1.028 0.076 -0.970 0.13
H -0.097106 7.501911 7.812170 0.362 0.134 0.592 0.14
H 0.886286 6.171062 8.578236 -0.466 -0.252 -0.076 0.13
C 3.701071 -4.968967 2.672857 -2.807 0.120 1.879 -0.24
C 4.031133 -5.288758 1.283720 -0.126 -0.981 -0.932 -0.19
O 5.410756 -5.114210 1.241526 3.982 -0.442 -1.133 -0.19
S 6.243192 -4.982835 2.625650 -2.608 -0.409 -0.855 0.75
O 7.240001 -3.936529 2.542045 -1.752 -1.499 0.202 -0.22
O 6.582923 -6.300757 3.134458 -0.441 2.130 -0.478 -0.23
O 4.801177 -4.416503 3.263918 3.692 1.654 2.059 -0.20
H 3.375619 -5.739273 3.372006 -0.076 -0.885 -0.698 0.13
H 2.855034 -4.281742 2.677737 0.237 0.553 0.225 0.13
H 3.650819 -4.589194 0.539374 -0.274 -0.136 0.198 0.13
H 3.735320 -6.315132 1.066582 0.186 0.109 -0.438 0.13
C 6.917442 0.001399 -0.331290 0.811 -2.232 0.377 -0.13
C 6.897633 -1.462201 0.403129 0.642 1.595 0.138 -0.15
O 6.922406 -2.419737 -0.657040 -1.508 0.937 -1.808 -0.20
S 5.972312 -1.842016 -1.897341 0.892 0.702 -0.780 0.76
O 4.597331 -2.306182 -1.790929 2.248 0.843 -0.070 -0.25
O 6.702267 -1.945475 -3.177208 -1.741 0.089 3.157 -0.26
O 6.036237 -0.209803 -1.395767 -2.524 -2.361 -1.612 -0.26
H 7.776935 0.251482 -0.953234 1.134 0.077 1.458 0.13
H 6.560953 0.811877 0.304437 0.030 -0.161 -0.056 0.13
H 6.010938 -1.548405 1.031185 -0.353 0.003 -0.476 0.08
H 7.706767 -1.757326 1.071191 0.323 0.500 -0.337 0.12
C -1.661804 3.960294 -1.033033 -0.533 -0.328 0.437 -0.16
C -2.700821 3.430375 -2.041659 1.506 -0.007 0.705 -0.15
O -3.310615 4.624638 -2.520707 -0.271 0.889 -0.126 -0.20
S -2.390403 5.972135 -2.343446 -0.035 0.567 -0.475 0.72
O -3.101431 6.919494 -1.462482 1.691 -2.208 -2.092 -0.26
O -1.843356 6.373595 -3.641929 -1.369 -0.537 2.813 -0.24
O -1.204735 5.202232 -1.547858 -0.290 0.908 -0.634 -0.22
H -0.798661 3.318287 -0.857182 -0.083 0.046 -0.253 0.13
H -2.163538 4.163493 -0.086946 -0.002 -0.100 0.188 0.13
H -3.379389 2.759468 -1.514860 -0.472 0.405 -0.191 0.13
H -2.213308 2.863443 -2.834768 -0.073 0.271 -0.306 0.13
```
Positions in Å, forces in eV/Å.

The LUMO energy comes out at -0.0269 hartree. Its total energy is -359761.66810 eV. Its HOMO-LUMO gap is 9.594 eV. The calculation puts the largest force on an atom at 5.608 eV/Å.